Entry 1:
The following is a quantum chemistry calculation of a single C4H5N3O molecule in a non-equilibrium geometry, from the OMol25 dataset.

For the max |F|, the calculation gives 4.936 eV/Å. The value obtained for the HOMO energy is -0.366 Ha. The molar mass comes out at 111.10 g mol⁻¹. As for the net charge: 0. Its SMILES is C=COn1cncn1. Its energy relative to the best compared isomer or geometry (same formula, charge and spin) is 124.8 kcal/mol.

Geometry (Å):
C  -1.777  1.602  1.668
C  -1.041  0.770  1.012
O  0.209  0.918  0.362
N  0.660  -0.128  -0.351
C  0.358  -0.503  -1.678
N  1.220  -1.381  -2.043
C  2.148  -1.456  -1.020
N  1.796  -0.945  0.087
H  -1.977  2.650  1.764
H  -2.677  1.212  2.239
H  -1.261  -0.221  1.002
H  -0.641  -0.356  -2.117
H  2.982  -2.164  -0.925

***

Entry 2:
The following is a quantum chemistry calculation of a molecular structure, C31H39AsGeN4SSeTi in a non-equilibrium geometry, from the OMol25 dataset.

For the max |F|, the calculation gives 3.491 eV/Å. The value obtained for the HOMO energy (spin up / spin down) is -0.613 / -0.613 Ha. The molar mass comes out at 774.11 g mol⁻¹. As for the net charge: +3. Its multiplicity is 2. The expectation value of S² is 0.759.

Geometry (Å):
Ti  -0.023  1.422  -0.575
C  2.425  4.631  0.589
C  1.813  3.409  0.005
N  0.574  3.012  0.299
N  -0.371  3.881  0.844
C  -1.329  4.284  -0.049
N  -2.179  5.249  0.246
S  -1.382  3.454  -1.526
C  2.450  2.598  -0.993
C  3.757  2.797  -1.477
C  4.252  1.980  -2.468
C  3.429  0.978  -3.004
C  2.146  0.849  -2.525
N  1.657  1.621  -1.541
H  2.090  4.795  1.613
H  2.159  5.514  0.002
H  3.507  4.558  0.599
H  -0.078  4.513  1.593
H  -2.141  5.785  1.103
H  -2.908  5.500  -0.412
H  4.363  3.596  -1.079
H  5.263  2.104  -2.828
H  3.793  0.325  -3.778
H  1.464  0.097  -2.936
C  -4.797  -0.181  1.432
Ge  -4.775  -1.315  -0.202
C  -5.206  -3.225  0.023
C  -5.563  -0.420  -1.779
C  -2.740  -1.297  -0.586
Se  -2.341  0.561  -0.955
C  -1.804  0.320  -2.816
H  -5.817  0.106  1.671
H  -4.215  0.732  1.269
H  -4.387  -0.709  2.290
H  -6.254  -3.364  0.267
H  -4.610  -3.671  0.813
H  -5.009  -3.750  -0.907
H  -6.627  -0.258  -1.623
H  -5.457  -1.041  -2.665
H  -5.099  0.550  -1.959
H  -2.428  -1.901  -1.439
H  -2.204  -1.624  0.306
H  -2.692  0.045  -3.387
H  -1.074  -0.498  -2.868
H  -1.386  1.246  -3.229
C  2.092  -5.026  -1.739
C  1.430  -4.113  -2.543
C  1.037  -2.890  -2.024
C  1.324  -2.579  -0.697
C  2.010  -3.493  0.107
C  2.381  -4.720  -0.416
As  0.811  -0.857  0.083
C  -0.242  -1.276  1.685
C  -0.886  -0.202  2.307
C  -1.652  -0.409  3.443
C  -1.838  -1.699  3.924
C  -1.251  -2.778  3.281
C  -0.440  -2.568  2.174
C  2.498  -0.217  0.844
C  3.735  -0.706  0.435
C  4.900  -0.201  0.992
C  4.839  0.820  1.926
C  3.612  1.354  2.295
C  2.445  0.838  1.756
H  2.391  -5.977  -2.149
H  1.224  -4.350  -3.575
H  0.504  -2.173  -2.649
H  2.260  -3.231  1.134
H  2.904  -5.436  0.200
H  -0.804  0.833  1.889
H  -2.100  0.430  3.956
H  -2.460  -1.865  4.790
H  -1.423  -3.784  3.633
H  0.024  -3.413  1.677
H  3.780  -1.500  -0.304
H  5.852  -0.622  0.708
H  5.745  1.189  2.379
H  3.574  2.148  3.027
H  1.474  1.224  2.088

***

Entry 3:
The following is a quantum chemistry calculation of a molecular structure, C40H62CsN9O7P2S2 in a non-equilibrium geometry, from the OMol25 dataset.

For the max |F|, the calculation gives 2.431 eV/Å. The value obtained for the HOMO energy is -0.276 Ha. The molar mass comes out at 1039.98 g mol⁻¹. As for the net charge: 0. Its energy relative to the best compared isomer or geometry (same formula, charge and spin) is 20.1 kcal/mol.

Geometry (Å):
Cs  -0.191  0.876  -0.140
O  -1.783  4.500  2.466
C  -1.358  3.363  2.258
N  -1.867  2.390  1.505
C  -3.171  2.175  1.269
O  -4.114  2.218  2.053
C  -3.556  1.793  -0.179
C  -4.658  2.444  -0.731
C  -5.049  2.125  -2.018
C  -4.352  1.143  -2.711
C  -3.276  0.536  -2.086
N  -2.883  0.858  -0.853
C  0.012  3.039  2.906
C  0.426  3.857  3.957
C  1.630  3.594  4.584
C  2.405  2.536  4.128
C  1.927  1.795  3.061
N  0.761  2.028  2.464
H  -5.186  3.173  -0.132
H  -5.892  2.627  -2.475
H  -4.633  0.856  -3.716
H  -2.700  -0.242  -2.582
H  -0.220  4.675  4.243
H  1.962  4.204  5.414
H  3.355  2.289  4.584
H  2.524  0.982  2.653
O  -2.041  -1.605  2.123
S  -3.062  -2.198  3.033
C  -3.055  -3.976  2.711
C  -3.202  -4.459  1.269
C  -1.944  -4.474  0.387
C  -1.570  -3.151  -0.273
S  -0.656  -3.375  -1.821
O  -0.435  -1.994  -2.341
C  0.932  -3.885  -1.158
C  1.937  -2.933  -1.072
C  3.185  -3.324  -0.612
C  3.418  -4.638  -0.230
C  2.403  -5.581  -0.323
C  1.157  -5.206  -0.805
C  -4.639  -1.839  2.267
C  -4.622  -1.169  1.059
C  -5.827  -0.857  0.443
C  -7.024  -1.217  1.042
C  -7.026  -1.879  2.266
C  -5.830  -2.187  2.891
H  -3.848  -4.388  3.342
H  -2.116  -4.315  3.145
H  -4.009  -3.914  0.769
H  -3.549  -5.493  1.350
H  -2.138  -5.199  -0.412
H  -1.093  -4.867  0.952
H  -0.987  -2.481  0.351
H  -2.462  -2.604  -0.596
H  1.733  -1.909  -1.370
H  3.986  -2.594  -0.547
H  4.397  -4.934  0.129
H  2.583  -6.610  -0.038
H  0.370  -5.944  -0.916
H  -3.669  -0.882  0.631
H  -5.819  -0.318  -0.496
H  -7.964  -0.967  0.566
H  -7.964  -2.139  2.739
H  -5.829  -2.679  3.859
C  4.817  2.106  -3.780
N  3.922  1.060  -3.323
C  4.560  -0.216  -3.029
P  2.351  1.233  -2.894
O  1.951  0.564  -1.644
O  2.244  2.853  -2.810
P  1.176  3.754  -1.986
O  -0.023  2.968  -1.643
N  2.117  4.333  -0.772
C  3.069  3.453  -0.097
C  1.484  5.299  0.134
N  0.804  5.045  -2.918
C  -0.442  5.049  -3.677
C  1.848  5.895  -3.467
N  1.410  0.774  -4.163
C  1.720  1.313  -5.477
C  -0.020  0.561  -3.933
H  5.370  1.765  -4.660
H  5.544  2.372  -3.004
H  4.259  2.999  -4.049
H  5.075  -0.593  -3.917
H  3.814  -0.950  -2.727
H  5.288  -0.110  -2.219
H  3.676  2.912  -0.819
H  2.577  2.734  0.566
H  3.729  4.077  0.507
H  0.866  5.992  -0.434
H  2.268  5.863  0.640
H  0.856  4.808  0.884
H  -1.171  4.412  -3.185
H  -0.284  4.699  -4.703
H  -0.828  6.070  -3.718
H  2.725  5.874  -2.823
H  1.489  6.925  -3.528
H  2.141  5.575  -4.474
H  2.799  1.326  -5.638
H  1.331  2.331  -5.611
H  1.273  0.675  -6.240
H  -0.171  0.027  -2.999
H  -0.399  -0.077  -4.734
H  -0.574  1.507  -3.927
C  1.300  -4.745  3.618
C  1.680  -3.273  3.502
C  1.146  -2.494  4.705
C  3.202  -3.180  3.437
N  1.104  -2.785  2.231
N  1.537  -1.482  1.848
H  1.736  -5.184  4.518
H  1.657  -5.294  2.744
H  0.223  -4.881  3.684
H  1.548  -2.886  5.642
H  0.055  -2.560  4.751
H  1.411  -1.433  4.664
H  3.640  -3.699  4.291
H  3.556  -2.148  3.465
H  3.568  -3.651  2.522
H  0.094  -2.720  2.326
H  2.458  -1.598  1.442
H  1.610  -0.886  2.669

***

Entry 4:
The following is a quantum chemistry calculation of 2 unconnected molecules or ions with the total composition C5H6BrF2N2 in a non-equilibrium geometry, from the OMol25 dataset.

For the max |F|, the calculation gives 5.040 eV/Å. The value obtained for the HOMO energy (spin up / spin down) is -0.527 / -0.450 Ha. The molar mass comes out at 212.02 g mol⁻¹. As for the net charge: +1. Its energy relative to the best compared isomer or geometry (same formula, charge and spin) is 63.5 kcal/mol.

Geometry (Å):
C  -0.212  -1.237  -0.832
C  1.079  -1.098  -0.557
C  -0.187  0.442  0.614
C  -2.447  -0.353  -0.216
C  2.109  0.707  0.914
N  -0.998  -0.410  -0.092
N  1.087  0.031  0.319
F  3.375  0.428  0.783
F  1.776  1.485  1.890
Br  2.017  3.501  -0.963
H  -0.718  -2.132  -1.195
H  1.942  -1.397  -1.171
H  -0.421  1.364  0.970
H  -2.883  0.110  -1.071
H  -2.773  -1.392  -0.188
H  -2.746  -0.048  0.796

***

Entry 5:
The following is a quantum chemistry calculation of a molecular structure, C24H21CeNO4 in a non-equilibrium geometry, from the OMol25 dataset.

For the max |F|, the calculation gives 3.563 eV/Å. The value obtained for the HOMO energy (spin up / spin down) is -0.358 / -0.359 Ha. The molar mass comes out at 527.55 g mol⁻¹. As for the net charge: +1. Its multiplicity is 2. The expectation value of S² is 0.751. Its energy relative to the best compared isomer or geometry (same formula, charge and spin) is 1.7 kcal/mol.

Geometry (Å):
Ce  0.793  -1.224  0.061
C  -3.328  5.647  0.517
O  -2.143  4.830  0.413
C  -2.239  3.519  0.411
C  -3.483  2.834  0.541
C  -3.460  1.477  0.504
C  -2.259  0.721  0.349
C  -2.395  -0.679  0.130
C  -3.711  -1.387  0.254
O  -1.420  -1.398  -0.221
C  -1.017  1.448  0.276
O  0.153  0.817  0.188
C  -1.036  2.825  0.284
H  -2.973  6.668  0.465
H  -3.818  5.468  1.472
H  -3.996  5.437  -0.314
H  -4.417  3.361  0.644
H  -4.404  0.954  0.564
H  -4.292  -1.071  1.120
H  -3.529  -2.457  0.285
H  -4.309  -1.180  -0.638
H  -0.110  3.378  0.204
C  3.982  0.856  -4.436
C  2.629  0.551  -4.141
C  2.336  -0.214  -3.050
C  3.343  -0.715  -2.179
C  3.011  -1.497  -1.032
C  4.039  -1.946  -0.243
C  5.405  -1.681  -0.558
C  5.709  -0.926  -1.649
C  4.683  -0.408  -2.493
C  4.980  0.383  -3.634
H  4.222  1.459  -5.302
H  1.837  0.914  -4.784
H  1.294  -0.463  -2.868
H  3.849  -2.536  0.654
H  6.197  -2.069  0.073
H  6.744  -0.708  -1.892
H  6.017  0.606  -3.862
O  1.264  -1.636  2.123
N  0.044  -2.126  2.420
C  -0.843  -1.319  3.004
C  -2.044  -1.841  3.446
C  -2.308  -3.183  3.240
C  -1.389  -3.981  2.599
C  -0.186  -3.420  2.196
H  -0.525  -0.296  3.131
H  -2.736  -1.180  3.947
H  -3.241  -3.604  3.596
H  -1.553  -5.034  2.425
H  0.630  -3.976  1.759

***

Entry 6:
The following is a quantum chemistry calculation of a molecular structure, C4H8N2 in a non-equilibrium geometry, from the OMol25 dataset.

For the max |F|, the calculation gives 2.987 eV/Å. The value obtained for the HOMO energy (spin up / spin down) is -0.328 / -0.325 Ha. The molar mass comes out at 84.12 g mol⁻¹. As for the net charge: 0. Its energy relative to the best compared isomer or geometry (same formula, charge and spin) is 98.5 kcal/mol.

Geometry (Å):
C  -1.593  -0.484  0.414
C  -0.597  -0.073  -0.676
N  -0.895  0.850  -1.576
H  -0.150  1.550  -1.641
H  -0.295  -1.228  -1.348
H  -2.594  -0.527  -0.016
H  -1.589  0.271  1.202
H  -1.324  -1.450  0.839
C  1.630  0.521  0.778
C  0.867  -0.284  -0.213
N  1.103  -1.338  -0.847
H  2.662  0.178  0.837
H  1.611  1.573  0.484
H  1.164  0.441  1.763